Entry from the OMol25 dataset: one molecule with the formula C5H8O2 (ωB97M-V/def2-TZVPD).

XYZ file:
```
15
Properties=species:S:1:pos:R:3:forces:R:3
C 0.2487 1.7103 0.3186 -0.054 -0.058 0.004
C -1.0713 -0.3379 -0.1676 0.147 -0.117 0.088
C 0.1298 0.2085 0.2353 -0.276 -0.002 -0.288
C 1.1937 -0.6814 0.8737 0.126 -0.103 0.008
C 1.4803 -0.6776 -0.5009 -0.239 -0.001 0.146
O -2.1360 0.4321 -0.4462 0.221 -0.188 0.079
O -1.3862 -1.6532 -0.2011 0.048 0.346 -0.027
H -2.9207 -0.1295 -0.5085 0.076 -0.011 -0.012
H -0.6375 -2.1588 0.1503 0.036 0.114 0.001
H 0.8631 -1.6268 1.3100 -0.016 0.027 -0.062
H 1.2988 1.9959 0.2659 -0.021 -0.047 -0.013
H -0.1312 2.0524 1.2844 0.020 -0.008 -0.034
H -0.3005 2.2209 -0.4735 0.021 -0.020 0.025
H 1.3933 -1.5310 -1.1823 -0.051 0.040 0.042
H 1.9757 0.1763 -0.9581 -0.039 0.029 0.042
```
Forces are in eV/Å.

Output
Total charge: 0
Energy relative to the best compared isomer or geometry (same formula, charge and spin): 383.30 kJ/mol
LUMO energy: 0.519 eV
Highest occupied orbital energy: -6.93 eV
Molecular weight: 100.12 g mol⁻¹
Calculated total energy: -345.6590 Ha

***

Entry from the OMol25 dataset: a 2-piece molecular cluster, C3H11NOS2 overall in a non-equilibrium geometry (ωB97M-V/def2-TZVPD).

XYZ file:
```
18
Properties=species:S:1:pos:R:3:forces:R:3
C 0.5947 0.5116 -2.5104 2.094 -0.250 -1.417
C -0.0126 0.6333 -1.1780 -0.561 -2.794 2.410
N 0.6006 1.4736 -0.1752 0.940 4.899 -0.816
C -1.5355 0.6564 -1.2775 0.662 -2.134 -0.866
S -2.3142 -0.8875 -0.5949 -0.402 1.254 -0.298
S -2.2022 -0.6061 1.4510 0.218 1.214 0.249
H 0.3704 1.3052 -3.2670 0.139 -0.290 0.814
H 1.7442 0.4142 -2.3882 -1.827 0.027 -0.518
H 0.1601 -0.4278 -2.9094 0.669 0.388 -0.117
H 0.2270 -0.3141 -0.6131 -0.529 0.022 -1.396
H -0.0202 2.2874 0.1201 0.651 -1.436 -0.397
H 1.3385 2.0407 -0.7120 -0.942 -0.999 1.226
H -1.8938 1.5641 -0.9146 -1.189 1.327 1.043
H -1.8520 0.5901 -2.3300 0.105 0.077 0.231
H -2.4803 0.7645 1.5054 -0.023 -1.309 -0.149
O 2.0354 -3.3754 5.4325 3.641 -0.096 5.261
H 2.1882 -3.3043 4.5459 0.430 0.309 -3.928
H 3.0516 -3.3259 5.8153 -4.075 -0.210 -1.333
```
Forces are in eV/Å.

Output
Total charge: 0
Energy relative to the best compared isomer or geometry (same formula, charge and spin): 171.04 kJ/mol
LUMO energy: 0.599 eV
Structure (SMILES): C[C@@H](N)CSS.O
Highest occupied orbital energy: -8.31 eV
Molecular weight: 141.26 g mol⁻¹
Calculated total energy: -1047.2022 Ha

***

Entry from the OMol25 dataset: C46H55BrF5N3NiO6PSSi as an isolated structure in a non-equilibrium geometry (ωB97M-V/def2-TZVPD).

XYZ file:
```
120
Properties=species:S:1:pos:R:3:forces:R:3
Ni -0.4534 1.6202 0.1456 -0.137 -0.937 -0.043
F 5.4833 7.1104 -0.7767 0.100 0.058 -0.030
C 4.7217 6.0279 -0.7878 -0.095 -0.073 0.005
C 5.2023 4.8215 -0.3180 -0.073 -0.037 -0.017
F 6.4489 4.7251 0.1280 0.107 0.036 -0.008
C 4.3854 3.7044 -0.3258 -0.120 -0.034 -0.188
F 4.9726 2.5610 0.0300 0.030 -0.061 0.086
C 3.0484 3.7406 -0.7234 -0.246 0.198 -0.055
P 1.8921 2.2836 -0.4038 1.172 0.515 -0.151
C 2.4527 1.2851 -1.8525 -0.108 -0.142 0.157
C 2.0306 1.7770 -3.0894 -0.043 -0.034 0.042
C 2.4023 1.1586 -4.2715 0.009 -0.024 -0.047
C 3.1784 0.0097 -4.2432 -0.025 -0.013 -0.002
C 3.5640 -0.5141 -3.0207 0.019 -0.069 0.027
C 3.2079 0.1177 -1.8368 0.004 -0.007 0.058
C 2.6956 1.8399 1.2005 -0.233 -0.152 0.010
C 2.4412 2.7925 2.1879 -0.102 -0.020 -0.083
C 2.9242 2.6393 3.4753 0.019 0.030 0.054
C 3.6828 1.5262 3.8029 0.014 -0.004 0.014
C 3.9416 0.5727 2.8328 -0.012 -0.095 0.021
C 3.4446 0.7219 1.5465 -0.095 -0.087 -0.050
C 2.6233 4.9549 -1.2746 0.074 -0.024 0.085
Br 0.9484 5.1525 -2.1008 0.030 -0.073 -0.238
C 3.4398 6.0760 -1.3014 -0.155 -0.128 -0.003
F 3.0008 7.2194 -1.8201 0.070 0.105 0.003
H 1.3891 2.6446 -3.1358 -0.002 0.106 0.018
H 2.0796 1.5745 -5.2172 -0.028 -0.005 0.012
H 3.4696 -0.4791 -5.1637 -0.003 0.013 -0.004
H 4.1496 -1.4250 -2.9800 0.023 0.028 -0.003
H 3.5245 -0.3216 -0.9061 0.025 0.001 -0.044
H 1.8353 3.6601 1.9466 -0.019 0.000 0.052
H 2.6954 3.3797 4.2296 -0.017 0.022 -0.020
H 4.0641 1.4024 4.8079 -0.015 0.004 -0.002
H 4.5377 -0.3014 3.0699 -0.007 0.037 0.009
H 3.6766 -0.0425 0.8227 -0.012 0.010 0.041
C 2.6053 -4.1480 4.0868 -0.134 -0.022 -0.073
C 1.0991 -4.0131 3.8768 0.277 -0.107 0.100
N 0.7887 -3.0331 2.8361 -0.130 0.179 0.218
C 0.4668 -1.7716 3.2135 0.104 -0.241 -0.018
C 0.3272 -0.7187 2.3703 -0.186 0.393 -0.399
C -0.0817 0.6205 2.9804 -0.094 -0.006 0.105
O -0.0940 0.6877 4.2061 0.065 -0.066 -0.020
O -0.4175 1.5189 2.1571 0.189 0.408 0.394
C 0.5720 -0.9034 0.9825 -0.024 -0.023 0.592
O 0.6362 0.0016 0.1111 -0.242 0.456 -0.247
C 0.8208 -2.2725 0.5655 0.185 0.019 -0.016
C 0.9772 -2.5507 -0.7922 0.070 -0.113 -0.049
C 1.2951 -3.8101 -1.2138 -0.015 0.232 0.025
F 1.5128 -3.9782 -2.5392 -0.011 -0.239 0.008
C 1.4124 -4.8859 -0.3148 -0.115 0.054 0.188
C 1.2181 -4.6054 1.0320 0.057 -0.182 -0.047
C 0.9497 -3.3134 1.4993 0.005 0.116 -0.339
N 1.6402 -6.2282 -0.7107 0.012 -0.076 -0.150
C 1.7466 -6.5850 -2.1281 -0.069 0.106 0.147
C 1.7834 -8.1170 -2.2407 0.156 0.276 -0.234
N 1.0353 -8.6621 -1.0671 -0.009 -0.054 -0.068
C 1.8395 -8.4667 0.1822 0.320 0.236 0.334
C 2.5004 -7.0811 0.0947 -0.014 0.020 -0.136
H 2.8190 -4.9218 4.8238 -0.006 0.022 0.022
H 3.0149 -3.2038 4.4447 0.040 -0.015 -0.009
H 3.1096 -4.4090 3.1551 0.032 0.009 0.012
H 0.6360 -3.6647 4.7968 -0.110 -0.005 -0.046
H 0.6432 -4.9721 3.6299 -0.070 0.046 -0.004
H 0.3315 -1.5879 4.2729 0.017 0.002 0.004
H 0.8637 -1.7490 -1.5112 0.060 0.015 -0.006
H 1.2565 -5.4197 1.7400 -0.017 0.022 0.002
H 2.6369 -6.1679 -2.6070 0.001 -0.063 -0.046
H 0.8726 -6.2073 -2.6521 0.005 0.054 -0.040
H 2.7959 -8.5128 -2.2007 -0.038 -0.083 0.079
H 1.3222 -8.4471 -3.1680 -0.078 -0.075 0.066
H 0.7830 -9.6410 -1.1924 -0.030 -0.021 -0.008
H 0.1796 -8.1098 -0.9760 -0.066 -0.071 0.049
H 2.5867 -9.2555 0.2481 -0.087 -0.084 -0.087
H 1.1665 -8.5397 1.0339 -0.085 -0.030 -0.068
H 3.4972 -7.1597 -0.3565 0.011 -0.005 0.043
H 2.6353 -6.6790 1.0919 0.019 -0.024 0.011
C -2.3535 3.9310 2.2516 0.085 -0.157 -0.212
C -2.2365 4.2638 0.7672 0.054 0.449 0.564
C -1.0579 5.1876 0.5291 -0.140 -0.214 -0.079
C -3.5139 4.9097 0.2407 0.060 -0.276 -0.133
O -1.9709 3.0305 -0.0051 0.740 -0.225 0.062
Si -3.1253 1.9159 -0.4415 -0.345 -1.445 -0.733
S -1.9478 0.1983 -0.7874 -0.336 0.865 -0.075
O -4.1328 1.8165 0.8117 -0.046 0.217 0.189
C -5.2096 0.9824 1.2464 -0.245 -0.087 0.093
C -5.2798 -0.3017 0.4267 0.176 0.134 -0.042
C -6.4991 1.7832 1.0958 0.122 -0.029 -0.005
C -4.9445 0.6631 2.7153 0.055 0.061 -0.136
O -3.9668 2.3698 -1.7540 -0.113 0.194 0.023
C -3.9008 2.1609 -3.1755 -0.027 0.063 -0.123
C -2.4911 2.4061 -3.7112 -0.070 0.019 0.167
C -4.8673 3.1751 -3.7751 0.051 -0.038 0.058
C -4.3557 0.7388 -3.5004 0.044 0.132 0.142
H -2.4419 4.8492 2.8334 -0.027 0.057 -0.078
H -1.4720 3.3799 2.5759 -0.053 0.050 0.087
H -3.2289 3.3124 2.4274 -0.017 -0.031 0.078
H -0.1261 4.6532 0.7255 0.057 0.062 -0.005
H -1.0596 5.5376 -0.4997 -0.002 0.028 0.120
H -1.1176 6.0493 1.1930 -0.025 -0.015 0.032
H -3.6139 5.9038 0.6745 0.001 0.006 0.041
H -4.3874 4.3169 0.5124 -0.030 0.051 -0.017
H -3.4793 5.0007 -0.8462 0.003 0.061 0.011
H -5.4639 -0.0664 -0.6239 -0.021 -0.046 -0.020
H -6.0821 -0.9433 0.7918 -0.038 0.037 -0.007
H -4.3343 -0.8388 0.4978 -0.012 -0.058 0.001
H -6.6589 2.0485 0.0496 -0.016 -0.016 -0.001
H -6.4389 2.7006 1.6830 -0.014 0.004 -0.004
H -7.3472 1.1962 1.4506 -0.037 0.026 -0.018
H -3.9569 0.2118 2.8218 -0.011 -0.019 0.018
H -5.6986 -0.0253 3.0990 -0.010 0.005 0.010
H -4.9720 1.5772 3.3096 0.031 -0.012 0.018
H -2.1575 3.4156 -3.4586 -0.019 -0.009 -0.001
H -2.4892 2.2988 -4.7972 0.006 0.035 0.000
H -1.7911 1.6878 -3.2891 0.073 -0.057 0.039
H -4.5092 4.1889 -3.5905 -0.028 0.012 -0.005
H -5.8511 3.0662 -3.3182 -0.011 -0.006 -0.027
H -4.9553 3.0229 -4.8515 -0.011 0.029 -0.011
H -3.7034 0.0212 -3.0051 0.015 -0.063 -0.015
H -4.3142 0.5703 -4.5775 -0.020 -0.002 -0.001
H -5.3809 0.5816 -3.1603 0.003 0.011 -0.006
```
Forces are in eV/Å.

Output
Total charge: +1
Energy relative to the best compared isomer or geometry (same formula, charge and spin): 199.39 kJ/mol
LUMO energy: -3.378 eV
Highest occupied orbital energy: -9.25 eV
Molecular weight: 1070.67 g mol⁻¹
Calculated total energy: -8012.2140 Ha

***

Entry from the OMol25 dataset: an isolated ion of composition C4H7N2O2 and charge +1 in a non-equilibrium geometry (ωB97M-V/def2-TZVPD).

XYZ file:
```
15
Properties=species:S:1:pos:R:3:forces:R:3
O 0.2137 -0.4482 2.8189 -0.022 0.391 -0.155
N 0.6694 -0.1008 1.7903 0.175 0.321 -0.186
C -0.5026 0.1259 0.7477 4.124 -0.248 -3.384
O -1.6393 0.1558 1.2914 -4.600 -0.007 1.920
C -0.3358 1.2828 -0.3503 -0.072 0.261 1.437
N 0.4660 0.9608 -1.2780 -0.980 -0.242 -1.040
C 1.0290 -0.3727 -1.1360 -3.288 -0.262 1.968
C -0.1104 -1.0501 -0.2909 1.792 -0.513 1.406
H -1.6803 0.1762 2.2801 0.553 -0.236 -0.704
H -0.9154 2.2135 -0.4360 0.226 -0.415 0.398
H 0.5038 1.4095 -2.1778 0.179 0.734 -0.118
H 1.7880 -0.1859 -0.4846 2.978 -0.396 1.236
H 1.2140 -0.8778 -2.0206 0.690 -0.565 -1.708
H 0.2352 -2.0395 0.1545 -0.461 1.434 -0.231
H -0.9352 -1.2494 -0.9088 -1.293 -0.255 -0.841
```
Forces are in eV/Å.

Output
Total charge: +1
Energy relative to the best compared isomer or geometry (same formula, charge and spin): 376.07 kJ/mol
LUMO energy: -5.220 eV
Structure (SMILES): O=N[C@@]1(O)C=[NH+]CC1
Highest occupied orbital energy: -13.95 eV
Molecular weight: 115.11 g mol⁻¹
Calculated total energy: -416.2165 Ha